*w*
23
Properties=species:S:1:pos:R:3:nbo_charge:R:1 method="wB97M-V/def2-TZVPD" e_homo_ev=-11.61 total_charge=+1 molar_mass_g_mol=115.20 gap_ev=8.35
C -0.268 0.981 2.118 -0.65
C 0.428 0.731 0.810 -0.13
C 0.617 1.739 -0.055 -0.02
N 0.097 3.010 0.072 -0.82
C 0.802 -0.685 0.401 -0.45
C 0.272 -1.180 -0.970 -0.04
C -0.007 -2.703 -0.930 -0.62
N -1.021 -0.486 -1.265 -0.68
H -1.330 1.184 1.952 0.21
H -0.223 0.097 2.751 0.23
H 0.183 1.777 2.712 0.23
H 1.156 1.587 -0.982 0.19
H 0.376 3.707 -0.595 0.40
H -0.200 3.360 0.967 0.40
H 0.541 -1.388 1.182 0.23
H 1.891 -0.774 0.374 0.25
H 0.965 -0.968 -1.763 0.22
H -0.950 -2.894 -1.450 0.21
H -0.163 -3.027 0.089 0.23
H 0.832 -3.196 -1.401 0.25
H -0.929 0.538 -1.230 0.46
H -1.717 -0.754 -0.571 0.44
H -1.355 -0.657 -2.214 0.44

---

*x*
23
Properties=species:S:1:pos:R:3:nbo_charge:R:1 method="wB97M-V/def2-TZVPD" e_homo_ev=-12.83 total_charge=+1 molar_mass_g_mol=115.20 gap_ev=7.34
C -1.657 -2.735 0.831 -0.08
C -1.627 -3.441 -0.281 -0.29
C -0.807 -0.829 1.993 0.12
N -1.110 -1.414 0.897 -0.40
H -2.046 -3.066 1.782 0.23
H -1.154 -3.090 -1.188 0.23
H -2.041 -4.438 -0.224 0.25
H -0.338 0.141 1.978 0.25
H -1.001 -1.403 2.891 0.22
H -0.808 -0.959 0.034 0.45
C 0.649 1.598 0.135 -0.21
C 1.199 1.957 -1.247 -0.40
C 1.476 0.708 -2.087 -0.61
N 0.672 2.734 1.028 -0.81
H 1.299 0.775 0.461 0.17
H -0.356 1.151 -0.013 0.11
H 2.124 2.511 -1.083 0.23
H 0.512 2.633 -1.759 0.21
H 0.552 0.151 -2.257 0.18
H 2.232 0.087 -1.606 0.21
H 1.901 1.007 -3.040 0.24
H 0.363 2.497 1.972 0.35
H -0.032 3.426 0.784 0.37

---

Which structure is most stable? *w*, by 160.5 kJ/mol over the runner-up.

---

*w*
23
Properties=species:S:1:pos:R:3:nbo_charge:R:1 method="wB97M-V/def2-TZVPD" e_homo_ev=-10.90 total_charge=+1 molar_mass_g_mol=115.20 smiles="C[C@H]([NH3+])CC/C=C/N" gap_ev=7.52
C -2.707 -1.108 -1.030 -0.65
C -1.505 -1.105 -0.119 -0.04
N -1.961 -0.579 1.239 -0.68
C -0.392 -0.185 -0.578 -0.44
C 0.890 -0.321 0.312 -0.42
C 1.714 0.916 0.398 -0.36
C 2.904 1.088 -0.172 0.06
N 3.726 2.168 0.013 -0.79
H -2.495 -1.287 -2.085 0.27
H -3.472 -1.826 -0.781 0.23
H -3.224 -0.135 -1.046 0.22
H -1.185 -2.140 -0.014 0.23
H -2.940 -0.301 1.161 0.44
H -1.397 0.190 1.607 0.45
H -1.961 -1.288 1.982 0.45
H -0.024 -0.472 -1.557 0.25
H -0.707 0.861 -0.651 0.22
H 1.459 -1.148 -0.105 0.23
H 0.663 -0.691 1.328 0.17
H 1.297 1.775 0.921 0.19
H 3.424 0.268 -0.647 0.19
H 4.557 2.292 -0.535 0.40
H 3.336 3.029 0.359 0.38

---

*x*
23
Properties=species:S:1:pos:R:3:nbo_charge:R:1 method="wB97M-V/def2-TZVPD" e_homo_ev="-12.00 / -10.06" total_charge=+1 molar_mass_g_mol=115.20 gap_ev="8.12 / 5.34"
C 1.659 -0.434 1.616 0.32
C -2.175 0.832 -1.169 -0.69
C 0.282 1.317 -1.450 -0.68
C -0.362 -1.041 -1.270 -0.67
C -0.592 0.551 1.868 -0.19
C -0.782 0.342 -1.199 0.16
N 2.436 -1.534 1.543 -0.74
N 0.327 -0.512 1.928 -0.52
H 2.171 0.498 1.644 0.23
H -2.147 1.962 -1.019 0.23
H -2.597 0.611 -2.142 0.24
H -2.869 0.207 -0.599 0.23
H -0.071 2.091 -2.050 0.24
H 0.475 1.889 -0.519 0.20
H 1.299 0.806 -1.731 0.22
H 0.235 -1.366 -0.401 0.19
H 0.260 -1.041 -2.181 0.23
H -1.184 -1.624 -1.451 0.23
H -1.688 0.328 2.077 0.24
H -0.214 1.483 1.335 0.22
H 3.492 -1.479 1.369 0.45
H 2.160 -2.413 1.914 0.42
H -0.113 -1.472 1.885 0.44

---

Which structure is most stable? *w*, by 361.6 kJ/mol over the runner-up.

---

*w*
23
Properties=species:S:1:pos:R:3:nbo_charge:R:1 method="wB97M-V/def2-TZVPD" e_homo_ev=-13.32 total_charge=+1 molar_mass_g_mol=115.20 gap_ev=4.86
C 1.223 -0.880 1.805 -0.32
N 1.081 -0.719 0.381 0.01
C 0.707 0.568 -0.134 -0.36
C 0.696 0.480 -1.660 -0.44
C -0.124 1.547 -2.330 -0.22
C -1.408 1.359 -2.631 -0.35
C 0.128 -0.139 2.624 -0.61
N -1.263 -1.591 0.147 -0.84
H 1.147 -1.963 2.011 0.25
H 2.261 -0.518 2.182 0.33
H -0.111 -1.353 0.206 0.32
H -0.325 0.864 0.174 0.33
H 1.433 1.367 0.187 0.31
H 1.669 0.449 -2.026 0.23
H 0.247 -0.583 -1.919 0.22
H 0.392 2.526 -2.507 0.22
H -2.025 2.146 -3.102 0.23
H -1.912 0.405 -2.412 0.20
H -0.890 -0.395 2.203 0.22
H 0.269 0.959 2.603 0.23
H -1.631 -2.272 -0.498 0.40
H 0.128 -0.468 3.637 0.26
H -1.691 -1.790 1.063 0.38

---

*x*
23
Properties=species:S:1:pos:R:3:nbo_charge:R:1 method="wB97M-V/def2-TZVPD" e_homo_ev=-12.93 total_charge=+1 molar_mass_g_mol=115.20 gap_ev=4.90
C 0.459 -1.106 -1.016 -0.21
N 0.554 -1.760 0.276 -0.57
C 0.009 -3.112 0.358 -0.42
C 0.234 0.381 -0.765 -0.18
N -0.945 0.630 -0.099 0.17
C -0.888 1.946 0.426 -0.34
C 0.588 2.072 0.909 -0.40
C 1.330 1.354 -0.217 -0.43
H 1.405 -1.255 -1.548 0.23
H -0.399 -1.473 -1.579 0.21
H 0.244 -1.187 1.049 0.36
H -0.967 -3.169 -0.110 0.19
H -0.021 -3.401 1.407 0.23
H 0.689 -3.827 -0.117 0.22
H -0.052 0.817 -1.759 0.38
H -5.901 0.155 0.335 -0.01
H -6.098 0.243 -0.377 0.01
H -1.669 2.151 1.149 0.27
H -1.029 2.604 -0.449 0.31
H 0.899 3.105 1.032 0.26
H 0.628 1.558 1.878 0.23
H 2.227 0.793 0.037 0.26
H 1.624 2.034 -1.006 0.24

---

Which structure is most stable? *x*, by 86.6 kJ/mol over the runner-up.

---

*w*
102
Properties=species:S:1:pos:R:3:mulliken_charge:R:1 method="wB97M-V/def2-TZVPD" e_homo_ev=-9.73 total_charge=0 molar_mass_g_mol=516.80 smiles=CC(C)O.CC(C)O.CC(C)O.CC(C)O.CC(C)O.CC(C)O.CC(C)O.CO.CO.CO gap_ev=10.11
C -6.423 -23.687 10.794 -1.37
C -7.294 -24.846 11.217 1.35
C -7.287 -25.932 10.132 -1.48
O -6.763 -25.489 12.390 -0.15
H -6.459 -22.837 11.484 0.31
H -6.610 -23.305 9.792 0.41
H -5.379 -24.010 10.844 0.28
H -8.359 -24.645 11.374 -0.45
H -8.150 -26.591 10.206 0.32
H -6.367 -26.523 10.147 0.28
H -7.248 -25.487 9.133 0.45
H -6.955 -24.839 13.091 0.15
C -11.621 -24.922 14.290 -1.35
C -10.861 -23.922 13.424 1.49
C -11.462 -23.965 12.007 -1.37
O -11.075 -22.615 13.965 -0.62
H -12.690 -24.697 14.331 0.44
H -11.307 -24.962 15.338 0.36
H -11.491 -25.947 13.931 0.19
H -9.788 -24.097 13.440 -0.44
H -12.045 -23.060 11.828 0.33
H -12.163 -24.790 11.869 0.32
H -10.750 -23.998 11.180 0.32
H -12.016 -22.439 14.044 0.36
C -4.679 -27.472 17.351 -0.86
C -3.530 -26.626 17.868 0.57
C -3.101 -27.082 19.250 -1.39
O -2.391 -26.626 17.029 -0.57
H -4.315 -28.486 17.155 0.34
H -5.124 -27.140 16.407 -0.04
H -5.539 -27.519 18.022 0.41
H -3.897 -25.591 17.911 0.16
H -3.850 -26.881 20.015 0.35
H -2.196 -26.528 19.500 0.37
H -2.939 -28.161 19.244 0.36
H -2.621 -26.357 16.135 0.32
C -8.937 -28.598 13.299 -1.39
C -8.108 -29.109 14.460 1.62
C -7.847 -28.029 15.496 -1.29
O -9.001 -30.054 15.144 0.05
H -9.288 -29.463 12.730 0.37
H -8.395 -27.915 12.644 0.21
H -9.860 -28.148 13.671 0.11
H -7.253 -29.732 14.196 -0.28
H -7.069 -27.369 15.083 0.24
H -7.411 -28.447 16.401 0.34
H -8.709 -27.397 15.699 0.03
H -8.525 -30.847 15.422 0.07
C -12.490 -28.032 16.762 -1.27
C -11.274 -27.956 17.646 1.27
C -11.587 -27.922 19.141 -1.64
O -10.404 -29.060 17.464 -0.54
H -13.068 -28.941 16.957 0.32
H -12.358 -27.899 15.688 0.24
H -13.254 -27.294 17.040 0.43
H -10.712 -27.018 17.499 -0.14
H -12.485 -27.309 19.301 0.40
H -10.840 -27.405 19.738 0.39
H -11.844 -28.914 19.510 0.36
H -10.039 -29.032 16.568 0.00
C -7.272 -33.227 11.821 -0.93
C -5.857 -33.114 12.401 0.27
C -5.293 -31.727 12.196 -0.56
O -6.044 -33.297 13.831 -0.59
H -7.841 -32.441 12.321 -0.10
H -7.692 -34.194 12.083 0.37
H -7.191 -33.018 10.757 0.43
H -5.218 -33.939 12.084 0.27
H -5.309 -31.377 11.160 0.42
H -4.257 -31.704 12.547 0.48
H -5.852 -30.948 12.716 -0.37
H -5.200 -33.109 14.260 0.25
C -10.843 -33.223 13.566 -0.65
C -12.204 -32.772 14.138 -0.02
C -12.217 -31.301 14.521 -0.86
O -13.171 -32.930 13.085 -0.60
H -10.825 -34.309 13.508 0.34
H -10.066 -32.941 14.285 0.03
H -10.676 -32.671 12.643 0.28
H -12.414 -33.356 15.033 0.35
H -11.989 -30.558 13.749 0.27
H -11.560 -31.067 15.364 0.16
H -13.199 -30.958 14.865 0.37
H -12.902 -32.320 12.392 0.37
C -4.700 -28.291 13.232 -0.22
O -4.030 -27.185 12.671 -0.64
H -5.093 -28.049 14.223 0.06
H -5.503 -28.636 12.570 0.15
H -4.027 -29.141 13.344 0.36
H -4.701 -26.516 12.483 0.30
C -7.858 -24.158 15.769 -0.16
O -7.427 -23.700 14.494 -0.45
H -8.719 -23.611 16.156 0.35
H -8.136 -25.207 15.675 -0.26
H -7.024 -24.139 16.477 0.31
H -7.154 -22.781 14.560 0.21
C -7.500 -33.682 16.741 -0.82
O -7.732 -32.605 15.844 -0.49
H -7.444 -34.597 16.139 0.28
H -6.501 -33.562 17.176 0.27
H -8.236 -33.809 17.527 0.31
H -7.164 -32.705 15.063 0.41

---

*x*
102
Properties=species:S:1:pos:R:3:mulliken_charge:R:1 method="wB97M-V/def2-TZVPD" e_homo_ev=-9.66 total_charge=0 molar_mass_g_mol=516.80 smiles=CC(C)O.CC(C)O.CC(C)O.CC(C)O.CC(C)O.CC(C)O.CC(C)O.CO.CO.CO gap_ev=10.32
C -24.133 10.774 2.160 -1.61
C -23.469 9.705 1.347 0.59
C -23.736 9.826 -0.167 -1.32
O -22.051 9.582 1.556 -0.33
H -23.787 11.740 1.700 0.34
H -23.764 10.841 3.148 0.45
H -25.202 10.714 2.207 0.40
H -23.833 8.744 1.654 0.22
H -23.281 8.930 -0.550 0.26
H -23.258 10.732 -0.489 0.32
H -24.768 9.787 -0.332 0.49
H -21.700 10.200 2.192 0.22
C -13.895 6.282 -2.819 -1.47
C -14.771 6.852 -1.706 0.58
C -15.349 8.113 -2.296 -1.23
O -15.825 5.953 -1.299 -0.27
H -13.290 5.444 -2.395 0.36
H -13.206 7.035 -3.176 0.41
H -14.536 6.006 -3.719 0.35
H -14.255 7.051 -0.832 0.40
H -16.059 8.630 -1.681 0.03
H -15.852 7.942 -3.256 0.33
H -14.491 8.746 -2.383 0.48
H -15.943 5.210 -1.886 0.17
C -16.574 13.126 4.882 -1.31
C -16.335 12.959 3.358 0.50
C -14.851 12.555 3.149 -1.08
O -17.269 11.962 2.913 -0.36
H -16.013 12.331 5.437 0.23
H -17.661 13.231 5.136 0.31
H -15.916 14.021 5.192 0.40
H -16.615 13.894 2.897 0.34
H -14.084 13.186 3.592 0.42
H -14.680 12.377 2.081 0.28
H -14.689 11.562 3.538 0.12
H -17.398 11.847 1.998 0.17
C -14.455 2.461 0.691 -1.44
C -15.505 3.525 0.965 1.01
C -16.238 3.241 2.262 -1.47
O -14.994 4.843 1.168 -0.49
H -14.039 2.416 -0.345 0.31
H -14.882 1.495 0.961 0.37
H -13.594 2.592 1.328 0.34
H -16.200 3.584 0.118 0.07
H -16.727 2.309 2.298 0.47
H -17.000 4.012 2.341 0.25
H -15.564 3.439 3.080 0.35
H -14.767 5.255 0.354 0.12
C -16.045 7.748 4.499 -0.70
C -14.759 8.639 4.764 1.42
C -13.939 8.219 5.909 -1.59
O -13.933 8.540 3.592 -0.61
H -16.511 7.563 5.390 0.54
H -15.604 6.761 4.147 0.26
H -16.730 8.177 3.808 -0.32
H -14.995 9.676 4.767 -0.33
H -14.337 8.409 6.899 0.38
H -12.962 8.648 5.979 0.43
H -13.924 7.044 5.874 0.26
H -14.452 8.676 2.815 0.26
C -15.257 11.450 -2.891 -1.17
C -16.344 12.538 -2.664 0.59
C -17.137 12.578 -3.924 -1.07
O -17.128 12.421 -1.478 -0.47
H -15.704 10.492 -3.113 0.16
H -14.518 11.429 -2.033 0.26
H -14.687 11.823 -3.736 0.51
H -15.775 13.514 -2.523 0.23
H -17.754 13.470 -3.965 0.35
H -17.786 11.717 -3.967 -0.06
H -16.616 12.589 -4.846 0.44
H -17.464 11.531 -1.296 0.23
C -21.603 6.351 -0.231 -1.46
C -20.270 7.020 0.307 0.75
C -19.035 6.197 -0.050 -1.38
O -20.075 8.452 -0.005 -0.46
H -21.674 6.265 -1.293 0.33
H -22.533 6.791 0.162 0.27
H -21.540 5.374 0.245 0.45
H -20.456 7.009 1.354 0.20
H -18.959 6.167 -1.132 0.26
H -18.937 5.260 0.455 0.62
H -18.148 6.759 0.253 0.04
H -20.864 8.947 0.410 0.15
C -16.491 9.606 1.029 0.11
O -17.609 10.351 0.664 0.16
H -16.025 9.978 1.987 -0.32
H -16.585 8.493 1.215 0.08
H -15.760 9.594 0.202 0.27
H -18.402 9.825 0.531 -0.13
C -19.450 9.565 3.891 -0.46
O -20.149 10.664 3.238 -0.56
H -18.690 9.151 3.256 -0.10
H -18.884 9.926 4.744 0.29
H -20.261 8.868 4.087 0.39
H -19.510 11.395 3.077 0.24
C -19.751 9.320 -3.422 -0.80
O -18.909 9.372 -2.199 -0.20
H -20.795 9.397 -3.068 0.29
H -19.567 10.234 -3.957 0.23
H -19.612 8.441 -4.014 0.26
H -19.495 8.993 -1.520 0.41

---

Which structure is most stable? *w*, by 114.5 kJ/mol over the runner-up.